No. 1
Entry from OMol25: a structure of composition C31H8Cl84NO2P (wB97M-V/def2-TZVPD).

As for the LUMO energy: -0.0587 Eh. The calculated total energy is -40388.352465 hartree. As for the energy relative to the best compared isomer or geometry (same formula, charge and spin): 48.5 kcal per mole.

Geometry (Å):
N  -5.3876  -2.8763  -1.5649
P  -5.0817  -1.3265  -1.5374
C  -3.7837  -0.7932  -0.3298
C  -4.1345  0.2404  0.5888
C  -3.2275  0.7660  1.5459
C  -1.9191  0.2017  1.5699
C  -1.5500  -0.8356  0.6636
C  -2.4702  -1.3572  -0.3108
C  -1.9782  -2.4323  -1.2697
O  -2.6363  -2.9589  -2.1262
C  -0.5105  -2.8606  -1.1714
C  0.3405  -2.3912  -0.2572
C  -0.0794  -1.3983  0.7993
O  0.6477  -1.0644  1.6934
H  -5.2153  -3.1862  -2.5226
H  -4.7091  -0.7577  -2.7845
H  -6.2740  -0.6599  -1.1170
H  -5.1437  0.6783  0.5581
H  -3.5218  1.5732  2.2712
H  -1.2168  0.5937  2.3143
H  -0.1181  -3.5892  -1.8956
H  1.3872  -2.7182  -0.2496
C  -7.1648  -4.0244  1.7821
Cl  -6.1167  -2.6047  1.6024
Cl  -6.1537  -5.4634  1.9830
Cl  -8.1915  -3.8269  3.2154
Cl  -8.1723  -4.2090  0.3400
C  0.8469  2.1563  -1.0688
Cl  2.5734  1.7613  -1.0935
Cl  0.2800  2.3940  -2.7304
Cl  -0.0760  0.8308  -0.3083
Cl  0.5877  3.6244  -0.1146
C  4.4695  2.3173  -4.4838
Cl  5.3378  1.3016  -3.3245
Cl  3.3782  1.3076  -5.4420
Cl  3.5259  3.5273  -3.6066
Cl  5.6355  3.1213  -5.5525
C  9.1617  0.7751  -4.6745
Cl  10.8688  0.3093  -4.7350
Cl  8.5574  1.0280  -6.3229
Cl  8.2294  -0.5119  -3.9085
Cl  9.0001  2.2828  -3.7548
C  2.3691  1.6652  3.9849
Cl  2.2923  1.7936  5.7500
Cl  3.1906  3.0856  3.3228
Cl  3.2578  0.2063  3.5355
Cl  0.7250  1.5791  3.3360
C  5.2029  1.3154  -9.2818
Cl  6.5134  1.4795  -8.0970
Cl  4.7444  -0.3884  -9.4166
Cl  3.8044  2.2648  -8.7638
Cl  5.7566  1.9043  -10.8575
C  -12.1914  -4.4159  0.5007
Cl  -10.8386  -4.2078  1.6175
Cl  -12.5873  -6.1381  0.3604
Cl  -13.6067  -3.5400  1.1119
Cl  -11.7452  -3.7801  -1.0903
C  14.5964  -1.3586  -6.6646
Cl  14.7292  -0.7515  -8.3202
Cl  16.1257  -1.0973  -5.8129
Cl  13.2972  -0.4921  -5.8257
Cl  14.2266  -3.0886  -6.6961
C  -1.2149  0.9424  8.4667
Cl  -2.1890  -0.3708  7.7888
Cl  -2.1834  2.4237  8.5290
Cl  -0.6950  0.5083  10.1022
Cl  0.2067  1.2100  7.4420
C  -4.7854  4.8700  1.7925
Cl  -3.7773  3.3974  1.7986
Cl  -5.6897  4.9454  0.2693
Cl  -5.9199  4.8004  3.1466
Cl  -3.7520  6.3066  1.9618
C  -8.5032  -8.0162  -0.8389
Cl  -8.6800  -9.7812  -0.8818
Cl  -7.9242  -7.4444  -2.4117
Cl  -10.0735  -7.2758  -0.4821
Cl  -7.3422  -7.5594  0.4107
C  -2.3154  5.4379  -2.1021
Cl  -0.6652  5.9449  -2.4920
Cl  -3.2526  5.2850  -3.5967
Cl  -2.2918  3.8888  -1.2507
Cl  -3.0678  6.6311  -1.0379
C  -7.9517  8.6825  2.3419
Cl  -7.1499  7.4398  1.3671
Cl  -9.5550  9.0178  1.6733
Cl  -8.1151  8.1059  4.0075
Cl  -6.9820  10.1629  2.3220
C  17.1742  2.8428  -7.6075
Cl  17.8949  3.5465  -6.1523
Cl  15.4519  2.5470  -7.3287
Cl  17.3675  3.9639  -8.9633
Cl  17.9835  1.3154  -7.9868
C  -9.9728  0.2602  1.6419
Cl  -8.5674  -0.7962  1.4235
Cl  -9.8035  1.1599  3.1583
Cl  -10.0639  1.3984  0.2878
Cl  -11.4494  -0.7084  1.6944
C  0.0125  -1.2975  13.7281
Cl  -0.9611  -2.6103  13.0511
Cl  -0.9565  0.1835  13.7908
Cl  0.5330  -1.7301  15.3630
Cl  1.4353  -1.0317  12.7077
C  5.4572  -3.2126  -1.8401
Cl  5.6260  -2.7625  -3.5424
Cl  6.9946  -2.9467  -1.0015
Cl  4.2022  -2.2130  -1.0893
Cl  5.0070  -4.9187  -1.7213
C  -5.0361  -11.1717  1.2214
Cl  -3.3085  -11.5505  1.1341
Cl  -5.6638  -10.9007  -0.4130
Cl  -5.8992  -12.5272  1.9635
Cl  -5.2671  -9.7211  2.2068
C  10.6691  0.2859  -0.3872
Cl  10.1982  1.9088  -0.9228
Cl  12.0882  -0.2551  -1.2950
Cl  11.0559  0.3228  1.3396
Cl  9.3203  -0.8225  -0.6618
C  -11.5164  5.1681  -0.2707
Cl  -9.8560  5.7140  0.0031
Cl  -12.5506  6.5689  -0.5888
Cl  -11.5579  4.0750  -1.6639
Cl  -12.1027  4.3178  1.1653
C  11.9665  2.1780  4.7541
Cl  11.4682  3.0237  3.2825
Cl  11.4857  3.1225  6.1711
Cl  11.1879  0.5883  4.8140
Cl  13.7241  1.9730  4.7498

No. 2
Entry from OMol25: the molecule C3H5NO2 (wB97M-V/def2-TZVPD).

As for the LUMO energy: 0.0030 Eh. The calculated total energy is -322.418143 hartree. As for the energy relative to the best compared isomer or geometry (same formula, charge and spin): 98.0 kcal per mole.

Geometry (Å):
C  1.4037  -0.9361  -0.0661
N  0.0582  -0.5218  -0.4323
C  -0.6628  0.1366  0.5436
O  -0.5813  -0.0111  1.7318
C  -1.3826  1.6101  -0.0736
O  -2.0563  0.5260  -0.0849
H  1.3570  -1.4419  0.8989
H  1.7682  -1.6397  -0.8184
H  2.1061  -0.0951  0.0120
H  -0.0319  -0.1345  -1.3598
H  -1.9784  2.5075  -0.3512

No. 3
Entry from OMol25: the molecule C4H6N4O2 (wB97M-V/def2-TZVPD).

As for the LUMO energy: -0.0274 Eh. The calculated total energy is -525.338379 hartree. The SMILES is C[C@H](N=O)c1nonc1N. As for the energy relative to the best compared isomer or geometry (same formula, charge and spin): 169.7 kcal per mole.

Geometry (Å):
C  0.5027  0.3758  -0.1262
C  1.5211  -0.5558  -0.2279
C  -1.7062  1.4350  0.0773
C  -0.9614  0.1024  -0.0652
N  1.0575  1.4602  0.3884
N  2.6539  -0.0727  0.2404
N  -1.4301  -0.7546  1.0485
N  1.4328  -1.7586  -0.8572
O  -0.8344  -1.7684  1.3660
O  2.3378  1.1710  0.5853
H  -1.1499  2.3431  0.0643
H  -2.3117  1.3813  0.9199
H  -2.4528  1.6546  -0.7631
H  -1.4474  -0.3076  -0.9863
H  0.5527  -2.3893  -0.8639
H  2.2354  -2.3164  -0.8005

No. 4
Entry from OMol25: a structure of composition C3H8N4O (wB97M-V/def2-TZVPD).

As for the LUMO energy: -0.0075 Eh. The calculated total energy is -413.077320 hartree. As for the energy relative to the best compared isomer or geometry (same formula, charge and spin): 212.6 kcal per mole.

Geometry (Å):
C  -0.8542  0.6777  -0.7666
C  0.1506  1.5269  1.3127
C  0.2320  -0.6673  0.9238
H  -1.0694  -0.1464  -1.6807
H  0.0229  1.3642  -1.3290
H  -1.9879  1.0760  -0.5101
H  0.6035  1.4212  2.3785
H  -0.7784  2.6331  0.1562
H  0.6431  -2.5302  0.7661
H  0.2786  -1.1731  -2.1652
H  2.0742  -2.1939  -1.4232
N  -0.2615  0.3771  0.4602
N  -0.1731  2.6724  0.9805
N  -0.0059  -1.8144  0.0678
N  0.5147  -2.1510  -1.2589
O  0.6108  -1.0723  2.0878

No. 5
Entry from OMol25: the molecule C19H30N2O2 (wB97M-V/def2-TZVPD).

As for the LUMO energy: 0.0231 Eh. The calculated total energy is -1001.990161 hartree. The SMILES is CC(C)C[C@@H](CO)N1CCN(CCc2ccccc2)CCC1=O. As for the energy relative to the best compared isomer or geometry (same formula, charge and spin): 23.3 kcal per mole.

Geometry (Å):
C  -3.8489  -2.1351  1.0287
H  -4.2678  -3.1337  1.1365
H  -3.6936  -1.7195  2.0222
H  -2.8847  -2.2246  0.5387
C  -4.7972  -1.2459  0.2280
C  -6.1804  -1.2591  0.8779
H  -6.8868  -0.6731  0.2948
H  -6.5588  -2.2763  0.9527
H  -6.1289  -0.8372  1.8789
H  -4.8894  -1.6537  -0.7864
C  -4.2954  0.1992  0.1392
H  -5.1150  0.8356  -0.1999
C  -3.1341  0.4293  -0.8372
N  -1.8388  -0.0187  -0.3126
C  -1.3150  0.5558  0.7917
O  -1.8719  1.4638  1.3929
C  0.0247  0.0408  1.2776
H  0.0051  -1.0436  1.4026
H  0.1903  0.4964  2.2549
C  1.1776  0.4508  0.3375
N  1.3475  -0.3761  -0.8330
C  0.2002  -0.3971  -1.7052
H  0.4647  -0.9762  -2.5931
C  -1.0837  -0.9882  -1.0835
H  -1.7285  -1.3586  -1.8815
H  -0.8117  -1.8449  -0.4559
H  -0.0049  0.6301  -2.0224
C  1.9854  -1.6602  -0.6023
H  2.0232  -1.8963  0.4668
C  3.4243  -1.6489  -1.1556
C  4.2751  -0.6713  -0.4007
C  4.4066  0.6397  -0.8402
C  5.1495  1.5543  -0.1154
C  5.7721  1.1693  1.0600
C  5.6477  -0.1354  1.5060
C  4.9030  -1.0479  0.7802
H  4.8096  -2.0662  1.1325
H  6.1325  -0.4429  2.4214
H  6.3531  1.8824  1.6259
H  5.2437  2.5711  -0.4677
H  3.9152  0.9425  -1.7527
H  3.8383  -2.6553  -1.0679
H  3.3862  -1.3743  -2.2101
H  1.4292  -2.4599  -1.1016
H  2.1174  0.4319  0.8927
H  1.0120  1.4803  0.0042
H  -3.3168  -0.1647  -1.7380
C  -3.0863  1.9145  -1.2819
O  -3.4773  2.8290  -0.3065
H  -2.9734  2.6150  0.5023
H  -3.7795  2.0540  -2.1173
H  -2.0681  2.1352  -1.6453
H  -4.0077  0.5441  1.1317

No. 6
Entry from OMol25: a cluster of 2 separate species, CFNO2S2 in total (wB97M-V/def2-TZVPD).

As for the LUMO energy (spin up / spin down): -0.1346 / -0.1466 Eh. The calculated total energy is -1139.455130 hartree. As for the energy relative to the best compared isomer or geometry (same formula, charge and spin): 48.4 kcal per mole.

Geometry (Å):
C  2.2871  -0.5783  0.7621
N  3.1387  -0.4493  -0.0076
O  -0.8512  -0.2029  -1.6719
O  -2.8027  -0.2457  -0.1896
F  -1.3526  1.8907  -0.2536
S  1.0402  -0.6132  1.8469
S  -1.4596  0.1988  -0.4865